No. 1
Entry from OMol25: C4H7BiO2 as an isolated structure (ωB97M-V/def2-TZVPD).

Each line ends with the Mulliken charge.
Cartesian coordinates (Å):
H 0.46619 -0.51593 -0.79354  0.23
O -2.04922 -0.65672 -0.99716  -0.41
C -1.47442 -0.32968 0.03346  0.41
C 0.00047 -0.30763 0.18484  -0.54
C 0.49900 1.01210 0.78604  -0.53
C 1.95973 0.96367 1.15193  -0.15
O 2.72873 1.87689 0.97376  -0.36
Bi -1.98950 -1.62728 -2.76885  1.32
H -2.08516 0.09062 0.85310  0.45
H -0.86214 -2.45684 -3.77534  0.11
H 0.21458 -1.13130 0.89310  0.39
H -0.03885 1.21077 1.72966  0.39
H 0.32197 1.85743 0.10998  0.34
H 2.30864 0.01391 1.61903  0.36

For the energy above the lowest of the compared OMol25 structures with the same formula, charge and spin, the calculation gives 17.8 kcal/mol. For the LUMO energy (alpha / beta), the calculation gives -13.1 / -13.1 eV. For the HOMO-LUMO gap (alpha / beta), the calculation gives 3.34 / 3.34 eV. As for the charge: +2.



No. 2
Entry from OMol25: an isolated molecule of C16H20FNO4 (ωB97M-V/def2-TZVPD).

Each line ends with the Mulliken charge.
Cartesian coordinates (Å):
C -0.36046 2.81289 -5.69442  -1.14
C 0.53467 2.60084 -4.49536  -0.62
C -0.05249 2.91240 -3.16557  -1.01
C 0.85423 2.93359 -2.09206  -0.61
N 1.15693 1.56529 -1.99483  0.13
C 2.60771 1.33889 -2.08803  0.54
O 3.53090 2.20686 -2.34792  -0.62
C 2.86282 -0.36906 -1.92650  -0.70
H 3.93186 -0.56344 -2.15428  0.34
H 2.15067 -0.84410 -2.48678  0.43
O 2.86667 -0.74018 -0.49443  -0.30
C 1.52605 -1.05995 -0.22187  0.51
O 0.24814 -0.86087 -0.86604  -0.68
C 1.50745 -1.54200 1.36418  -0.80
C -0.00210 -1.51196 1.86629  -1.21
C -0.08639 -2.29792 3.07337  0.47
O 0.57521 -3.17859 3.32916  -0.51
C -1.38758 -2.25592 3.86216  0.73
C -1.44547 -3.31206 5.05671  -0.72
C -2.51922 -3.07477 5.83191  -0.50
C -3.66854 -2.37246 5.32742  0.51
C -3.41859 -1.39390 4.30345  -1.10
C -2.33685 -1.54617 3.56123  0.37
H -2.29509 -0.77770 2.69244  0.18
H -4.36284 -1.15658 3.93131  0.35
F -4.78284 -2.35839 6.24073  -0.30
H -2.85423 -3.69033 6.63668  0.37
H -0.52400 -3.91879 5.27756  0.35
H -0.67072 -1.49266 1.17597  0.86
H -0.15923 -0.36564 2.40032  0.27
H 2.26326 -1.09486 1.89449  0.57
H 1.67922 -2.64241 1.16502  0.29
H 0.69421 0.88587 -1.66237  0.14
H 0.31820 3.38166 -1.25696  0.25
H 1.75914 3.61511 -2.34694  0.34
H -0.73805 2.29730 -3.01773  0.62
H -0.49667 3.92140 -3.43180  0.32
H 1.08552 1.83918 -4.39478  0.74
H 1.51020 3.32323 -4.78555  0.21
H -0.55300 3.85057 -5.89713  0.34
H -1.26551 2.23090 -5.49271  0.32
H 0.31681 2.70472 -6.67631  0.28

Its SMILES is CCCCNC(=O)COC(=O)CCC(=O)c1ccc(F)cc1. For the energy above the lowest of the compared OMol25 structures with the same formula, charge and spin, the calculation gives 289.5 kcal/mol. For the LUMO energy, the calculation gives -0.1 eV. For the HOMO-LUMO gap, the calculation gives 9.35 eV.



No. 3
Entry from OMol25: C28H53O2PSe2Si2Ti as an isolated structure (ωB97M-V/def2-TZVPD).

Each line ends with the Mulliken charge.
Cartesian coordinates (Å):
O -0.51076 -1.19458 -3.51707  2.00
O 0.80057 0.84428 -5.03931  0.26
C 0.32109 -2.43440 -3.99323  -0.38
C -0.45362 -3.62184 -3.49166  -1.25
H 1.31792 -2.32878 -3.53505  0.19
H 0.41151 -2.28468 -5.07224  0.42
H -0.62412 -3.58959 -2.40383  0.26
H 0.06609 -4.54724 -3.72040  0.47
H -1.43894 -3.63043 -3.98497  0.30
C -1.75918 -0.87534 -4.28962  0.28
C -1.63516 -1.10724 -5.77780  -1.63
H -1.95004 0.17185 -4.05533  0.16
H -2.51100 -1.52518 -3.82842  0.43
H -0.84472 -0.49499 -6.23755  0.11
H -2.58807 -0.83770 -6.27504  0.41
H -1.44542 -2.16312 -5.99669  0.44
C 0.36457 2.19923 -4.88942  -0.30
C 2.08815 0.63014 -5.60996  -0.16
C -0.67482 2.52289 -5.95793  -1.19
H 1.20697 2.91418 -4.93061  0.45
H -0.08453 2.23632 -3.87722  0.03
H -0.23518 2.48295 -6.96826  0.28
H -1.04945 3.54091 -5.80392  0.45
H -1.52335 1.81357 -5.89115  0.14
C 2.03765 0.75860 -7.13394  -1.34
H 2.34932 -0.39766 -5.29916  0.16
H 2.81515 1.33985 -5.18270  0.29
H 1.19444 0.16659 -7.53408  0.25
H 2.97784 0.40427 -7.56148  0.43
H 1.92953 1.81550 -7.43684  0.32
H -0.21110 -0.61866 -2.73293  -0.60
Ti -0.08842 -0.27973 0.06376  0.05
C 1.23322 0.09486 -1.60977  0.16
Si 3.08346 0.49111 -1.14796  0.17
H 1.30947 -0.79825 -2.24414  -0.74
H 0.84152 0.94887 -2.16662  -0.23
C 4.10773 -0.67068 -2.20551  -1.09
C 3.77564 0.29760 0.57133  -0.79
C 3.44743 2.25154 -1.65821  -1.06
C -1.75468 -1.32741 -0.40693  0.02
Si -3.18732 -0.12884 -0.53343  0.62
H -1.89836 -2.08520 0.39174  0.58
H -1.46510 -1.85069 -1.34431  -0.45
C -4.43229 -0.85503 -1.74238  -1.29
C -2.70371 1.57752 -1.17007  -1.18
C -4.14387 0.05417 1.06479  -1.10
H 2.90716 2.54112 -2.56658  0.17
H 4.51428 2.38192 -1.86273  0.37
H 3.18798 2.96144 -0.86528  0.33
H 3.83002 -1.71170 -2.00852  0.28
H 5.17115 -0.57257 -1.97694  0.40
H 3.99504 -0.47502 -3.27716  0.21
H 3.42148 -0.59806 1.09422  0.19
H 3.58903 1.16053 1.21157  0.07
H 4.86596 0.19804 0.49151  0.46
H -3.20724 1.71728 -2.13769  0.43
H -1.63453 1.79059 -1.32385  0.27
H -3.09087 2.33417 -0.47439  0.45
H -5.12004 0.50474 0.83744  0.33
H -3.63742 0.68777 1.80191  0.25
H -4.33434 -0.92500 1.52454  0.30
H -5.42240 -0.44367 -1.51139  0.37
H -4.47742 -1.94719 -1.63743  0.31
H -4.19874 -0.61640 -2.78461  0.26
Se -0.82289 1.29151 1.71458  -0.58
P 0.25626 -0.17682 3.09159  0.86
Se 1.15576 -1.67239 1.54454  -0.55
C 1.35568 0.89886 4.06889  0.60
C 1.37926 0.86145 5.47942  -0.55
C 2.14424 1.78942 6.19641  -0.69
C 2.89269 2.75284 5.51037  -0.43
C 2.86619 2.80155 4.11367  -0.78
C 2.09133 1.89514 3.39261  -0.32
C -0.64546 -1.22712 4.24642  0.54
C -2.04627 -1.20591 4.35260  -0.50
C -2.67979 -2.12400 5.19352  -0.53
C -1.93079 -3.03594 5.94234  -0.45
C -0.53545 -3.05457 5.84766  -0.65
C 0.11081 -2.15449 4.99742  -0.33
H 0.78174 0.12708 6.02263  0.33
H 2.12354 1.78240 7.28437  0.39
H 3.46831 3.49092 6.07236  0.35
H 3.43658 3.57208 3.58797  0.39
H 2.02305 1.96421 2.30259  0.30
H -2.62024 -0.47015 3.78277  0.24
H -3.76800 -2.13641 5.27216  0.40
H -2.43356 -3.73887 6.61328  0.36
H 0.05027 -3.75794 6.43809  0.38
H 1.20136 -2.16029 4.91511  0.44

The multiplicity is 3. For the energy above the lowest of the compared OMol25 structures with the same formula, charge and spin, the calculation gives 55.6 kcal/mol. For the LUMO energy (alpha / beta), the calculation gives 0.2 / 0.2 eV. For the HOMO-LUMO gap (alpha / beta), the calculation gives 4.38 / 7.48 eV.



No. 4
Entry from OMol25: C35H42Cl2EuN2O3Sb as an isolated structure (ωB97M-V/def2-TZVPD).

Each line ends with the Mulliken charge.
Cartesian coordinates (Å):
O 0.22557 0.06200 -2.03094  -0.15
C -0.76478 0.30758 -2.87813  0.55
C -0.46922 1.62058 -3.59646  -0.89
C 0.39230 2.55249 -3.04590  0.72
H 0.88397 2.32626 -2.09927  0.15
C 0.62251 3.76335 -3.70204  -1.14
H 1.29211 4.49382 -3.25339  0.43
C 0.00007 4.02591 -4.91740  -0.46
H 0.17817 4.96737 -5.43245  0.39
C -0.85316 3.07022 -5.47683  -0.75
H -1.33632 3.26243 -6.43102  0.38
C -1.08614 1.87098 -4.81633  -0.08
H -1.75606 1.12251 -5.24052  0.39
H -0.74886 -0.50126 -3.61870  0.43
C -2.58422 -1.14708 -1.90638  -1.01
C -2.15631 0.24661 -2.25741  -0.16
H -3.66884 -1.23192 -1.82351  0.38
H -2.15622 -1.46782 -0.92910  -0.04
H -2.19434 -1.83035 -2.64311  0.44
C -2.84127 1.41143 -1.95429  0.28
C -4.15993 1.49965 -1.23109  -1.44
H -2.37615 2.35920 -2.22851  0.30
H -4.90093 1.97229 -1.85882  0.41
H -4.05978 2.10616 -0.31818  0.28
H -4.52375 0.51331 -0.93003  0.29
Eu 0.02897 -0.01969 0.14795  0.05
Cl 0.62567 2.34220 0.43895  -0.54
Cl -2.36753 0.49382 0.31688  -0.33
H 4.63452 1.35605 -2.76962  0.35
H 4.96521 1.69368 -0.08501  0.33
C 3.57958 1.36213 -2.47124  -1.03
C 3.87860 1.55442 -0.01584  -0.81
N 3.42706 0.76765 -1.15325  0.34
H 2.98838 0.79967 -3.20340  0.38
C 2.75384 -0.35998 -1.00779  -0.27
O 2.12536 -0.66171 0.04197  -0.34
H 3.60945 1.04252 0.91070  0.14
H 2.79614 -1.06633 -1.84305  0.57
H 3.22111 2.40113 -2.43780  0.30
H 3.37923 2.52949 -0.04644  0.35
H -0.59071 -5.35254 0.61444  0.33
H 1.30265 -5.74666 -1.32043  0.34
C -1.04228 -4.76883 -0.19756  -0.89
C 0.77607 -4.97011 -1.88814  -0.95
N 0.00509 -4.13913 -0.99548  0.34
H -1.69874 -4.00406 0.21460  0.22
C 0.19631 -2.83976 -0.95496  0.67
O -0.42083 -2.15298 -0.09232  -0.38
H 1.50441 -4.34210 -2.41450  0.29
H 0.87477 -2.39738 -1.70480  -0.19
H -1.62322 -5.44093 -0.84022  0.34
H 0.11318 -5.45303 -2.61680  0.34
C -0.84381 3.94402 5.74153  -0.46
C 0.28170 3.80257 4.92311  -0.69
C 0.48403 2.61364 4.21545  -0.49
C -0.43726 1.57384 4.32710  0.44
C -1.56048 1.70328 5.14117  -0.33
C -1.75992 2.89473 5.85025  -0.53
Sb -0.07513 -0.16039 3.12715  1.47
C 1.84254 -0.62498 4.00823  0.13
C 2.98581 -0.82171 3.22797  -0.34
C 4.21163 -1.10513 3.83798  -0.59
C 4.29637 -1.18972 5.23143  -0.49
C 3.15180 -0.98948 6.00533  -0.59
C 1.92168 -0.70500 5.39066  -0.59
C -1.78696 -1.41862 3.48936  0.71
C -1.57446 -2.65293 4.09210  -0.56
C -2.66230 -3.50207 4.33200  -0.66
C -3.95222 -3.11271 3.96323  -0.45
C -4.15547 -1.86932 3.35564  -0.76
C -3.07090 -1.01875 3.11855  -0.43
H -1.00429 4.87502 6.28682  0.36
H 0.99952 4.62061 4.82966  0.37
H 1.35751 2.52015 3.56765  0.28
H -2.28832 0.89264 5.22302  0.35
H -2.64199 3.00745 6.48489  0.38
H 2.93734 -0.76358 2.13326  0.40
H 5.10236 -1.26322 3.22480  0.40
H 5.25156 -1.41092 5.70686  0.36
H 3.21222 -1.05363 7.09404  0.38
H 1.03724 -0.54880 6.00869  0.41
H -0.56973 -2.96494 4.38233  0.37
H -2.49818 -4.47168 4.80857  0.38
H -4.79755 -3.77667 4.15015  0.39
H -5.16387 -1.56099 3.06968  0.39
H -3.24188 -0.04857 2.64497  0.40

The multiplicity is 7. For the LUMO energy (alpha / beta), the calculation gives 0.0 / 0.0 eV. For the HOMO-LUMO gap (alpha / beta), the calculation gives 6.65 / 6.67 eV.



No. 5
Entry from OMol25: an isolated molecule of C7H7Br3N2OS (ωB97M-V/def2-TZVPD).

Each line ends with the Mulliken charge.
Cartesian coordinates (Å):
O 2.14262 1.28560 1.90046  -0.54
Br 1.83440 2.73791 4.58976  -0.05
Br -3.53577 3.87904 2.48204  -0.14
Br -1.87946 2.64636 -0.07594  -0.10
N -0.82537 3.27331 3.74695  -0.56
S 0.94594 1.23024 -0.37007  -0.20
C 1.13131 1.63531 1.33363  0.67
C 0.27364 2.66712 3.40381  0.44
C -1.70117 3.29517 2.57319  0.08
C -1.04929 2.74419 1.62707  0.09
N 0.15627 2.23474 2.10443  0.12
C 1.14676 -2.47021 -1.98645  -1.14
C 1.89106 -0.28409 -0.65725  -0.61
C 0.95252 -1.56678 -0.70728  -0.50
H 1.03354 -1.77280 -2.81091  0.34
H 2.15449 -2.90181 -2.03404  0.31
H 0.34133 -3.34115 -2.02010  0.29
H 2.58160 -0.47458 0.16179  0.35
H 2.50241 -0.22448 -1.59774  0.45
H 1.06571 -2.20077 0.19322  0.35
H -0.04983 -1.27962 -0.74384  0.35

Its SMILES is CCCSC(=O)n1c(Br)nc(Br)c1Br. For the energy above the lowest of the compared OMol25 structures with the same formula, charge and spin, the calculation gives 26.2 kcal/mol. For the LUMO energy, the calculation gives -0.1 eV. For the HOMO-LUMO gap, the calculation gives 9.41 eV.



Computed DFT total energy (hartree) in order:
-520.820590; -1076.865417; -7821.731685; -3565.065608; -8575.850467